154
Properties=species:S:1:pos:R:3:forces:R:3:lowdin_charge:R:1 method="wB97M-V/def2-TZVPD" homo_ev=-8.2755 energy_ha=-2737.72653 lumo_ev=0.50 max_force_ev_per_a=1.8 orbital_gap_ha=0.322
C -0.205 4.241 -2.635 -0.6 0.4 -0.1 -0.10
O -0.587 4.096 -1.271 0.4 0.2 -0.4 -0.19
C 0.523 4.293 -0.432 0.2 -0.5 0.6 -0.23
C 0.122 4.230 1.037 -0.3 -0.3 1.2 -0.44
C -0.948 5.199 1.533 -0.1 0.4 -1.7 -0.06
N 1.297 4.373 1.908 0.5 0.2 -0.4 0.04
H -0.961 3.767 -3.259 0.0 -0.3 0.1 0.07
H 0.775 3.822 -2.858 0.0 -0.2 0.2 0.07
H -0.223 5.300 -2.909 0.2 0.1 0.1 0.09
H 1.258 3.491 -0.594 -0.1 -0.1 -0.1 0.09
H 1.125 5.190 -0.637 -0.6 0.4 -0.1 0.13
H -0.297 3.247 1.290 0.2 -0.2 -0.5 0.13
H -1.136 5.098 2.596 0.1 0.1 0.1 0.07
H -1.862 5.030 0.955 -0.1 -0.2 0.3 0.07
H -0.688 6.222 1.236 0.2 0.1 0.5 0.08
H 2.049 3.788 1.546 -0.1 -0.1 0.2 0.05
H 1.651 5.322 1.791 0.0 0.0 0.2 0.07
C -2.150 -0.328 -0.749 -0.1 -0.4 0.5 -0.11
O -0.747 -0.345 -0.685 0.1 0.1 -0.8 -0.20
C -0.137 0.571 -1.571 0.9 0.3 0.6 -0.20
C 1.398 0.407 -1.522 -1.5 -0.4 0.8 -0.41
C 1.920 0.589 -0.101 0.6 1.3 -0.1 -0.04
N 1.936 1.370 -2.456 0.0 0.2 -0.3 0.06
H -2.409 -0.716 0.240 -0.7 -0.1 -0.3 0.07
H -2.541 -0.950 -1.564 0.1 -0.2 0.2 0.09
H -2.626 0.650 -0.897 0.5 0.2 0.2 0.07
H -0.416 0.458 -2.626 -0.5 0.0 0.1 0.13
H -0.368 1.570 -1.181 -0.1 0.2 -0.6 0.12
H 1.598 -0.637 -1.790 0.2 0.0 -0.2 0.13
H 2.091 1.654 0.115 0.5 0.0 -0.5 0.05
H 2.868 0.053 -0.085 0.0 0.1 0.7 0.05
H 1.280 0.407 0.762 -0.3 -1.1 -0.5 0.08
H 1.974 1.021 -3.401 0.2 0.0 0.0 0.08
H 2.767 1.892 -2.220 0.1 -0.2 0.2 0.05
C -9.534 3.283 -2.584 -0.4 -0.3 0.2 -0.11
O -8.654 2.290 -3.068 0.2 0.4 0.1 -0.18
C -7.993 1.561 -2.050 0.0 -1.0 0.0 -0.24
C -6.498 1.652 -2.104 0.8 0.3 0.4 -0.22
N -6.045 2.958 -1.621 -0.9 0.0 0.0 -0.06
C -4.666 3.291 -1.903 0.3 0.2 0.2 -0.20
C -4.516 3.882 -3.290 0.2 -0.2 -0.7 -0.22
O -5.061 5.189 -3.315 0.2 0.2 0.5 -0.18
C -5.282 5.658 -4.612 -0.9 0.6 -0.5 -0.13
H -10.232 3.564 -3.373 0.3 0.0 -0.2 0.09
H -9.017 4.175 -2.216 0.0 0.0 0.0 0.09
H -10.145 2.856 -1.780 0.0 0.2 0.1 0.09
H -8.247 0.503 -2.185 -0.1 0.0 0.0 0.12
H -8.284 1.821 -1.027 -0.3 0.3 -0.2 0.12
H -6.126 1.418 -3.112 -0.1 -0.1 0.0 0.12
H -6.121 0.906 -1.395 0.1 -0.2 -0.2 0.12
H -6.662 3.621 -2.083 0.3 0.4 0.2 0.09
H -4.037 2.416 -1.713 -0.1 -0.2 -0.6 0.10
H -4.255 3.983 -1.160 -0.4 0.3 -0.1 0.12
H -5.099 3.298 -4.016 0.1 -0.3 0.1 0.11
H -3.481 3.897 -3.655 0.1 0.0 0.2 0.11
H -5.841 6.597 -4.587 0.1 0.0 0.5 0.09
H -5.949 4.978 -5.155 0.3 -0.2 -0.2 0.09
H -4.393 5.902 -5.202 0.3 -0.5 0.2 0.09
C -0.196 -3.847 5.468 0.8 0.6 -1.1 -0.09
O 0.320 -2.645 4.854 -0.9 -0.1 0.1 -0.20
C -0.573 -2.140 3.860 0.9 0.1 0.7 -0.21
C -0.366 -2.744 2.479 -1.5 0.1 -0.7 -0.19
N -1.173 -3.921 2.143 0.6 -0.4 0.4 -0.05
C -1.078 -4.241 0.728 -0.3 0.9 0.2 -0.22
C -2.036 -5.337 0.343 1.4 -0.5 -1.0 -0.26
O -3.378 -4.952 0.474 0.4 -0.6 0.2 -0.19
C -4.272 -5.885 -0.131 -0.3 1.3 0.7 -0.09
H 0.731 -4.259 5.860 -0.5 -0.6 0.4 0.09
H -0.650 -4.456 4.682 0.3 -0.4 0.1 0.08
H -0.973 -3.686 6.222 0.2 0.4 0.2 0.08
H -0.352 -1.073 3.766 0.1 0.0 0.1 0.12
H -1.584 -2.195 4.275 -0.3 -0.2 -0.6 0.10
H 0.673 -2.980 2.247 0.2 0.2 0.4 0.12
H -0.672 -1.939 1.788 0.3 0.1 -0.2 0.10
H -2.127 -3.849 2.473 0.0 0.1 -0.1 0.08
H -0.038 -4.502 0.506 -0.1 -0.5 0.0 0.12
H -1.226 -3.354 0.087 -0.3 0.1 0.1 0.11
H -1.682 -6.224 0.891 -0.9 -0.1 0.5 0.13
H -1.844 -5.633 -0.700 0.0 0.3 -0.1 0.12
H -4.101 -6.909 0.200 0.0 -0.1 0.0 0.09
H -4.270 -5.781 -1.219 0.2 -0.2 -0.1 0.09
H -5.228 -5.503 0.236 -0.2 -0.6 -0.2 0.09
C 4.400 -2.581 -0.240 -0.1 -0.1 -0.1 -0.11
O 4.205 -2.924 -1.599 0.0 -0.4 0.4 -0.20
C 4.401 -4.318 -1.842 0.2 0.8 -0.1 -0.21
C 5.857 -4.548 -2.224 0.4 -0.9 -0.7 -0.21
N 6.160 -5.974 -2.330 -0.1 -0.5 0.2 -0.07
C 6.358 -6.611 -1.018 -0.7 0.3 -0.2 -0.21
C 7.229 -7.856 -1.072 0.4 0.3 -1.6 -0.21
O 8.406 -7.721 -0.314 -0.3 -0.8 0.8 -0.18
C 9.362 -6.868 -0.860 0.3 1.1 1.0 -0.13
H 5.284 -3.057 0.198 0.2 0.2 -0.2 0.08
H 3.555 -2.912 0.375 -0.1 0.2 -0.1 0.09
H 4.491 -1.497 -0.223 0.0 0.0 0.3 0.07
H 3.733 -4.539 -2.673 0.2 -0.3 -0.1 0.13
H 4.102 -4.941 -0.995 0.0 0.1 0.2 0.11
H 6.608 -4.111 -1.552 -0.5 0.5 0.3 0.11
H 6.007 -4.113 -3.214 0.0 0.1 0.1 0.12
H 6.978 -6.141 -2.900 0.0 0.2 0.0 0.09
H 5.377 -6.870 -0.611 0.0 0.0 0.0 0.11
H 6.785 -5.886 -0.313 0.2 -0.1 0.1 0.11
H 7.527 -8.024 -2.123 0.0 0.2 -0.1 0.12
H 6.687 -8.781 -0.880 0.2 0.1 0.9 0.12
H 10.138 -6.690 -0.107 0.3 -1.0 -0.2 0.09
H 9.050 -5.809 -0.889 -0.7 -0.3 -0.9 0.08
H 9.750 -7.259 -1.801 0.1 0.3 -0.1 0.09
C -4.180 2.013 2.918 -0.7 -0.2 0.1 -0.10
O -4.606 1.284 4.054 -0.6 -0.4 -0.4 -0.21
C -3.528 0.853 4.849 -0.1 1.1 0.6 -0.23
C -3.919 0.122 6.129 1.1 -0.3 0.5 -0.20
N -4.218 -1.301 6.069 -0.8 0.9 0.2 -0.05
C -5.305 -1.613 5.147 0.1 0.2 -0.1 -0.21
C -5.132 -3.003 4.551 -0.9 1.1 -0.5 -0.19
O -4.022 -3.006 3.666 0.1 0.1 0.7 -0.20
C -4.193 -2.269 2.485 -0.4 -0.4 -1.6 -0.12
H -3.775 1.335 2.160 0.6 0.1 0.1 0.08
H -3.520 2.820 3.244 0.3 -0.1 -0.4 0.09
H -5.056 2.447 2.434 -0.1 0.1 0.3 0.09
H -3.066 1.789 5.215 0.4 -0.2 -0.2 0.12
H -2.777 0.289 4.278 -0.1 -0.1 0.0 0.12
H -4.632 0.673 6.747 -0.5 0.0 -0.5 0.12
H -3.004 0.230 6.725 0.0 -0.2 0.1 0.12
H -3.374 -1.839 5.961 -0.1 -0.2 -0.5 0.09
H -5.381 -0.879 4.337 0.6 -0.2 -0.2 0.08
H -6.291 -1.413 5.586 0.1 -0.7 0.6 0.12
H -6.047 -3.222 3.984 0.0 -0.3 0.0 0.12
H -5.007 -3.754 5.328 0.3 -0.1 -0.1 0.12
H -4.685 -2.888 1.722 0.3 -0.4 0.0 0.09
H -3.209 -1.995 2.106 0.1 0.0 0.0 0.07
H -4.825 -1.377 2.414 0.2 0.2 1.2 0.09
C 3.814 3.863 -4.538 1.1 0.0 0.1 -0.05
C 4.955 3.772 -3.522 -0.7 1.2 0.3 -0.47
C 5.950 4.940 -3.690 -0.3 -0.1 0.3 -0.05
O 4.390 3.878 -2.199 0.2 -0.9 -0.2 -0.09
H 4.289 3.832 -5.522 -0.3 -0.1 -0.1 0.08
H 3.331 4.834 -4.449 -0.3 -0.2 0.1 0.08
H 3.148 3.012 -4.421 -0.3 0.2 -0.1 0.06
H 5.418 2.788 -3.631 0.3 0.1 0.0 0.14
H 5.453 5.900 -3.857 -0.4 -0.3 -0.6 0.08
H 6.667 4.731 -4.484 0.1 0.2 0.1 0.08
H 6.422 5.178 -2.735 0.5 -0.7 -0.1 0.06
H 5.062 3.439 -1.644 -0.3 0.5 0.0 0.03
C 4.993 2.557 0.790 0.5 1.0 0.2 -0.05
C 6.493 2.834 0.664 -1.0 -1.5 -0.5 -0.44
C 7.282 1.571 0.972 0.5 -0.1 -0.2 -0.06
O 6.723 3.180 -0.733 0.7 0.2 1.4 -0.07
H 4.660 1.631 0.325 0.2 -0.1 0.1 0.07
H 4.480 3.387 0.303 -0.3 0.0 0.2 0.07
H 4.776 2.582 1.859 -0.4 -0.3 -0.1 0.09
H 6.765 3.639 1.349 0.1 0.3 -0.3 0.14
H 7.151 1.128 1.960 -0.3 0.4 0.2 0.08
H 8.352 1.770 0.864 0.0 -0.1 -0.1 0.08
H 6.985 0.801 0.258 0.1 0.0 -0.1 0.08
H 7.644 3.473 -0.714 -0.1 0.0 -0.7 0.10



156
Properties=species:S:1:pos:R:3:forces:R:3:lowdin_spin:R:1 method="wB97M-V/def2-TZVPD" homo_ev="0.5232 / -6.5936" spin_multiplicity=2 energy_ha=-2634.39395 lumo_ev="1.70 / 1.65" max_force_ev_per_a=4.0 orbital_gap_ha="0.043 / 0.303" total_charge=-1
C -23.518 -8.225 36.850 2.4 -0.6 0.9 0.00
O -24.847 -8.114 37.180 -0.4 0.9 -0.3 0.00
C -25.678 -8.546 36.140 -0.9 -1.2 2.4 0.00
C -25.836 -7.709 34.933 -0.5 -1.2 -0.5 0.00
N -24.801 -7.947 33.940 0.7 1.0 0.3 0.00
C -25.028 -7.421 32.627 1.2 1.5 -1.8 0.01
C -23.716 -7.293 31.678 0.2 -2.0 3.2 0.01
O -23.845 -6.739 30.475 -0.6 2.0 -3.4 0.03
C -22.775 -5.858 30.025 -1.3 0.2 0.3 0.08
H -23.085 -9.131 37.273 -0.1 -0.7 0.2 0.00
H -22.937 -7.468 37.377 -0.1 0.5 -0.5 0.00
H -23.247 -8.308 35.798 -0.4 0.7 -0.1 0.00
H -26.621 -8.627 36.680 -0.5 0.4 -0.3 0.00
H -25.484 -9.609 35.995 0.5 -0.2 -0.9 0.00
H -26.072 -6.699 35.266 0.8 0.4 -0.5 0.00
H -26.812 -8.084 34.624 -0.5 0.0 -0.9 0.00
H -24.414 -8.880 33.965 -0.3 0.0 0.0 0.01
H -25.306 -6.372 32.727 -0.7 -0.1 0.1 0.00
H -25.750 -7.984 32.036 -0.4 0.1 0.0 0.00
H -23.457 -8.339 31.513 0.8 -0.4 0.4 0.01
H -22.930 -6.744 32.198 0.1 -0.4 0.8 0.00
H -21.810 -6.302 29.780 0.0 -0.6 0.4 0.04
H -22.666 -5.067 30.767 0.3 0.1 0.2 0.01
H -23.112 -5.358 29.116 -0.3 -0.2 0.0 0.02
C -19.998 -6.406 37.909 -1.9 -0.2 0.4 0.00
O -20.870 -6.275 36.774 1.5 0.5 -1.0 0.00
C -20.978 -4.964 36.229 -2.5 -0.2 -0.4 0.00
C -19.873 -4.262 35.565 2.1 0.0 0.1 0.00
N -19.114 -4.968 34.533 -1.1 0.7 0.0 0.00
C -19.990 -5.412 33.450 1.8 -2.3 -0.2 0.01
C -19.050 -6.324 32.574 -1.8 0.9 0.7 0.03
O -18.368 -7.334 33.364 0.1 0.2 -0.9 0.00
C -19.179 -8.328 34.034 -0.1 0.9 -0.5 0.01
H -20.723 -6.245 38.708 0.6 0.4 0.8 0.00
H -19.144 -5.733 37.988 -0.1 0.0 -0.3 0.00
H -19.722 -7.454 38.024 0.3 0.0 -0.5 0.00
H -21.451 -4.246 36.899 0.2 0.0 0.8 0.00
H -21.720 -4.982 35.430 -0.5 -1.0 0.1 0.00
H -19.192 -3.937 36.351 0.4 0.5 -0.2 0.00
H -20.336 -3.414 35.059 0.1 0.3 0.4 0.00
H -18.795 -5.855 34.896 0.5 0.1 0.4 0.00
H -20.491 -4.680 32.816 0.3 0.4 0.2 0.01
H -20.721 -6.121 33.839 -0.7 0.2 0.0 0.00
H -18.374 -5.655 32.043 0.7 -0.5 0.4 0.00
H -19.743 -6.682 31.813 0.3 -1.0 -0.3 0.03
H -19.513 -7.892 34.976 -0.5 -0.1 0.1 0.00
H -18.623 -9.235 34.272 0.5 0.4 -0.2 0.00
H -19.999 -8.633 33.385 -0.3 0.1 0.1 0.01
C -14.342 -4.729 37.295 -0.9 -0.1 -0.7 0.00
C -14.404 -4.542 35.792 -0.5 1.9 -0.5 0.00
C -15.795 -3.869 35.347 1.5 -1.1 0.5 0.00
O -13.358 -3.608 35.384 -0.1 -0.6 0.6 0.00
H -15.203 -5.366 37.499 0.0 -0.2 0.3 0.00
H -14.587 -3.774 37.762 0.5 0.0 0.3 0.00
H -13.448 -5.238 37.655 0.1 0.4 0.0 0.00
H -14.203 -5.493 35.298 -0.4 -0.1 -0.2 0.00
H -16.622 -4.187 35.981 -0.1 -0.4 -0.3 0.00
H -15.944 -4.121 34.297 -0.4 0.1 0.1 0.00
H -15.737 -2.788 35.472 0.3 0.0 -0.1 0.00
H -13.340 -3.575 34.425 -0.1 0.0 -0.1 0.00
C -22.986 -4.248 41.196 -0.5 -0.7 -0.7 0.00
C -22.033 -4.648 42.274 0.0 -1.2 0.5 0.00
C -21.193 -5.885 41.992 0.0 0.6 -1.1 0.00
O -21.050 -3.652 42.461 0.0 0.9 0.7 0.00
H -23.596 -3.368 41.404 0.3 0.1 0.2 0.00
H -23.688 -5.069 41.054 -0.1 -0.1 -0.2 0.00
H -22.446 -4.118 40.258 -0.1 0.2 -0.1 0.00
H -22.587 -4.847 43.191 -0.1 0.3 0.4 0.00
H -20.465 -6.026 42.791 -0.3 -0.3 0.0 0.00
H -20.640 -5.546 41.116 0.4 -0.4 -0.2 0.00
H -21.737 -6.780 41.692 -0.1 0.0 0.4 0.00
H -21.407 -3.109 43.168 0.4 0.5 0.0 0.00
C -15.817 -9.365 32.517 2.0 -1.3 0.8 0.01
C -15.641 -8.840 31.135 -2.1 0.2 -1.2 0.00
C -16.652 -9.435 30.132 -1.3 -0.5 0.3 0.02
O -15.902 -7.454 31.370 0.8 0.5 -1.2 0.00
H -16.612 -8.905 33.105 -0.4 -0.5 -0.4 0.00
H -14.898 -8.996 32.972 0.1 -0.1 0.6 0.00
H -15.761 -10.451 32.584 -0.4 0.0 0.1 0.00
H -14.653 -9.035 30.718 0.3 0.5 0.4 0.00
H -16.599 -9.342 29.047 0.9 0.6 0.0 0.01
H -17.660 -9.073 30.333 -0.1 0.5 0.3 0.01
H -16.821 -10.501 30.282 0.5 -0.3 0.2 0.00
H -16.546 -7.498 32.081 -0.4 0.7 0.0 0.00
C -24.586 -3.592 34.200 -0.1 0.3 0.2 0.01
C -25.137 -4.114 35.560 1.0 1.9 -1.5 0.00
C -24.890 -3.120 36.729 -0.2 -0.3 -1.2 0.00
O -26.550 -4.221 35.390 0.5 -1.0 0.5 0.00
H -24.759 -4.245 33.345 -0.1 -0.5 0.3 0.00
H -23.517 -3.381 34.199 0.1 -0.1 0.3 0.00
H -25.073 -2.665 33.899 -0.2 0.2 0.3 0.00
H -24.636 -5.064 35.744 -0.3 -0.3 0.2 0.00
H -23.939 -2.605 36.593 0.2 -0.3 0.5 0.00
H -25.019 -3.635 37.681 0.4 0.2 0.1 0.00
H -25.650 -2.343 36.643 -0.1 0.0 0.1 0.00
H -26.729 -4.718 36.191 -1.1 -0.1 0.1 0.00
C -18.808 -1.796 40.953 0.4 2.0 1.2 0.00
C -19.081 -2.174 39.554 0.4 1.3 0.2 0.00
C -17.887 -2.628 38.792 0.5 -1.1 -0.6 0.00
O -20.122 -3.063 39.634 -1.4 -1.6 -1.0 0.00
H -17.969 -1.105 41.042 0.4 -0.3 0.1 0.00
H -18.755 -2.610 41.676 0.2 -0.1 -0.2 0.00
H -19.641 -1.141 41.210 -0.3 -0.2 0.6 0.00
H -19.377 -1.250 39.057 -0.6 0.2 -0.2 0.00
H -18.065 -3.612 38.359 0.0 -0.1 -0.1 0.00
H -17.031 -2.739 39.457 0.2 0.2 -0.2 0.00
H -17.712 -1.934 37.970 0.5 -0.1 0.1 0.00
H -20.462 -3.025 40.531 -0.3 -0.2 0.2 0.00
C -18.710 -3.954 29.133 -0.6 -0.3 -1.4 0.05
C -17.293 -4.359 29.242 0.4 -1.5 0.8 0.01
C -16.807 -5.376 28.134 -0.8 1.5 1.8 0.04
O -16.440 -3.219 29.320 0.1 -0.4 -0.1 0.01
H -18.937 -3.078 29.741 -0.1 -0.1 -0.2 0.01
H -19.307 -4.820 29.419 -0.4 0.1 0.1 0.02
H -18.860 -3.836 28.060 -0.8 0.7 -0.1 0.01
H -17.346 -4.875 30.201 1.4 0.0 0.3 0.00
H -17.295 -6.340 28.282 0.1 0.0 -0.1 0.02
H -15.732 -5.443 28.302 0.0 -0.2 -0.6 0.00
H -17.138 -4.936 27.193 0.5 -0.2 -0.4 0.01
H -16.394 -2.937 28.404 0.3 0.4 -0.1 0.00
C -22.140 -11.406 29.983 0.3 2.3 1.0 0.03
C -20.625 -11.037 29.847 -1.4 1.2 -1.1 0.01
C -20.275 -10.233 28.574 0.1 -1.0 0.9 0.09
O -20.068 -10.303 30.963 -0.2 -2.6 0.9 0.03
H -22.634 -10.597 30.522 0.0 0.2 0.4 0.00
H -22.274 -12.291 30.604 -0.2 -0.3 -0.6 0.00
H -22.666 -11.303 29.034 0.2 -1.0 -0.2 0.01
H -20.289 -12.062 29.692 1.6 0.2 0.7 0.00
H -20.292 -9.165 28.792 -0.3 0.1 -0.3 0.05
H -20.939 -10.515 27.757 0.2 0.2 -0.2 0.01
H -19.236 -10.512 28.393 0.1 0.3 -0.6 0.01
H -19.897 -9.366 30.847 -0.3 0.3 -0.9 0.03
C -17.588 -13.103 31.681 -1.2 -1.1 0.9 0.01
C -18.310 -13.067 33.047 -0.5 1.2 0.2 0.00
C -18.143 -11.701 33.697 0.5 0.2 0.5 0.01
O -19.719 -13.272 32.973 -0.5 -1.0 -0.6 0.01
H -17.990 -12.271 31.103 0.5 0.0 -0.2 0.00
H -17.901 -14.048 31.239 0.0 0.0 -0.4 0.00
H -16.505 -13.170 31.784 0.0 0.5 0.0 0.00
H -18.039 -13.894 33.704 0.6 0.1 0.0 0.00
H -18.401 -10.893 33.012 0.1 -0.2 -0.4 0.00
H -17.128 -11.522 34.051 0.1 0.0 0.0 0.00
H -18.816 -11.562 34.543 0.0 -0.4 0.2 0.00
H -20.202 -12.503 32.662 0.3 0.4 -0.2 0.00
C -19.275 -1.391 33.312 -2.3 -1.6 1.4 0.01
C -17.997 -0.811 33.088 2.6 -2.2 -1.4 0.00
C -17.774 -0.702 31.618 0.0 0.7 -1.4 0.01
O -17.806 0.353 33.762 0.3 2.1 1.0 0.00
H -20.107 -0.840 32.874 -0.2 -0.1 0.2 0.00
H -19.333 -1.565 34.386 -0.8 0.5 0.2 0.00
H -19.237 -2.425 32.967 -0.3 0.1 -0.6 0.00
H -17.326 -1.572 33.489 0.7 -0.1 0.1 0.00
H -18.567 -0.025 31.301 0.1 0.2 -0.5 0.00
H -17.873 -1.617 31.033 -0.2 -0.2 0.5 0.00
H -16.815 -0.313 31.276 0.2 0.3 0.4 0.00
H -16.865 0.528 33.684 0.0 0.4 0.2 0.00